[1]
Formula: H12NO9
Source: the Open Molecules 2025 dataset
Level of theory: ωB97M-V/def2-TZVPD

Results
Gap between HOMO and LUMO in hartree: 0.3458
E_LUMO in eV: 3.177

Structure (ORCA input):
```
! wB97M-V def2-TZVPD RIJCOSX def2/J DEFGRID3
* xyz -1 1
H -3.1950 -23.7740 -2.9450
H -4.9050 -22.2990 -2.1460
H -7.6340 -24.0070 -2.1680
O -2.0160 -24.9010 -5.2880
O -7.9740 -23.2500 -1.7990
H -6.0410 -23.1720 -1.5390
O -5.5850 -25.3500 -5.0570
H -7.3470 -23.8270 -5.1380
H -2.7980 -22.3720 -2.4530
O -7.5310 -22.9170 -5.3460
O -4.3120 -23.4670 -6.2170
N -5.3510 -25.3380 -3.8040
H -1.1970 -24.8880 -4.7780
H -3.4710 -23.6480 -5.7030
O -6.2600 -25.0090 -3.0430
O -2.4530 -23.1690 -2.8770
O -5.2830 -22.5840 -1.3320
H -2.5530 -25.4550 -4.7260
H -8.2850 -22.6680 -4.8840
O -4.1310 -25.1950 -3.3560
H -8.5610 -23.5030 -1.0860
H -4.9930 -24.0450 -5.8170
*
```

Mulliken population analysis, charges in e, atoms 1 to 6:
1. H 0.44
2. H 0.28
3. H 0.46
4. O -0.65
5. O -0.62
6. H 0.33

***

[2]
Formula: C12H12CdN7O3
Source: the Open Molecules 2025 dataset
Level of theory: ωB97M-V/def2-TZVPD

Results
Gap between HOMO and LUMO (alpha / beta) in hartree: 0.0995 / 0.2582
E_LUMO (alpha / beta) in eV: -0.694 / -0.687

Structure (ORCA input):
```
! wB97M-V def2-TZVPD RIJCOSX def2/J DEFGRID3
* xyz 0 2
C 1.8507 -0.2008 -4.7237
C 0.7417 -4.0095 -3.3598
N -2.0281 -1.9583 0.8543
C -2.1405 -0.7380 2.5978
C 1.1777 -2.8209 -1.3388
N -2.7064 -1.8796 2.9533
N 0.2271 -1.9321 -1.6302
H -3.0907 -4.1255 0.7867
C 2.7454 -0.2986 -3.6343
N -2.5988 -2.5746 1.8425
H -1.2093 -1.2856 -2.9578
C 0.4271 1.1717 -3.3374
H 2.0683 -0.6636 -5.6726
H -3.8573 -3.9916 2.2658
N 1.3070 1.0203 -2.2896
Cd 0.1753 -0.2536 -0.0004
H -0.0068 0.7235 -5.3457
H -2.0423 0.1083 3.2527
H 3.1069 0.2787 -1.5704
C 0.6946 0.5711 -4.5353
H 3.6729 -0.8474 -3.7223
H 2.2525 -4.5622 -1.9055
N -1.7257 -0.7623 1.3281
O 0.9343 1.4394 -1.0623
H 0.9541 -4.8200 -4.0448
C -0.2480 -3.0818 -3.6544
C 1.9745 -2.6659 -0.0340
O 1.6539 -1.6975 0.7329
O 2.8661 -3.4794 0.1547
C 1.4651 -3.8811 -2.1893
H -0.8266 -3.1348 -4.5647
C -0.4713 -2.0527 -2.7594
H -0.4279 1.7959 -3.1293
N -2.9763 -3.9022 1.7702
C 2.4762 0.3084 -2.4464
*
```

Mulliken population analysis, charges in e, atoms 1 to 6:
1. C -0.04
2. C -0.45
3. N 0.03
4. C -0.06
5. C 0.08
6. N -0.87

***

[3]
Formula: C6H11NO4
Source: the Open Molecules 2025 dataset
Level of theory: ωB97M-V/def2-TZVPD

Results
Gap between HOMO and LUMO in hartree: 0.3112
E_LUMO in eV: 0.541

Structure (ORCA input):
```
! wB97M-V def2-TZVPD RIJCOSX def2/J DEFGRID3
* xyz 0 1
C -0.4773 1.3984 1.1220
H 1.3723 -1.9411 -1.2241
H 1.0649 -0.1613 -1.7398
C 0.6446 -1.0497 -1.3419
O 0.5667 2.2287 0.6326
N 0.2965 -0.5728 0.0112
H 1.1120 -0.2116 0.5335
O -3.2213 1.1252 0.6712
H -0.5259 3.2938 -0.7272
C 0.1501 2.5549 -0.7305
H -0.0276 0.7859 1.9569
H -1.2294 -1.8880 0.7015
H 0.4821 -2.5309 0.5587
C -0.1745 -1.7596 0.9389
H -1.4093 2.0534 1.5386
H -0.2469 -1.3318 -1.7790
H 1.0001 2.6759 -1.3008
H -0.0407 -1.4044 1.9862
O -0.5475 1.3664 -1.1669
C -3.0622 0.0203 0.2340
O -3.2824 -1.0621 -0.0896
C -0.8970 0.5273 -0.0360
*
```

Mulliken population analysis, charges in e, atoms 1 to 6:
1. C -0.48
2. H 0.30
3. H 0.34
4. C -0.89
5. O -0.44
6. N -0.12

***

[4]
Formula: C5H11AgO3
Source: the Open Molecules 2025 dataset
Level of theory: ωB97M-V/def2-TZVPD

Results
Gap between HOMO and LUMO (alpha / beta) in hartree: 0.1920 / 0.3041
E_LUMO (alpha / beta) in eV: 0.288 / -0.110

Structure (ORCA input):
```
! wB97M-V def2-TZVPD RIJCOSX def2/J DEFGRID3
* xyz 0 3
C -2.2649 -1.0736 1.4690
H 3.0300 -0.7803 -1.5232
H 2.1126 0.9210 0.1406
H -3.2836 -0.7837 1.1422
H -1.2649 0.2736 2.8449
H 2.2241 0.1683 -2.8186
H -0.8598 1.4603 -0.4514
H 1.4243 1.7704 -1.2785
H -2.1022 -1.5441 -0.3202
O -0.2940 0.1682 1.0586
C -1.5134 0.2133 1.7732
H 1.7902 -1.5546 -2.5630
C 1.2417 0.9822 -0.5326
C -0.0164 1.2924 0.2356
O -1.4558 -2.0633 1.5536
H -2.1653 1.0632 1.5073
O 1.0463 -0.2675 -1.1736
Ag 0.1389 -1.8107 0.1469
C 2.0873 -0.6231 -2.0687
H 0.1248 2.1880 0.8578
*
```

Mulliken population analysis, charges in e, atoms 1 to 6:
1. C -0.52
2. H 0.32
3. H 0.32
4. H 0.41
5. H 0.26
6. H 0.29

***

[5]
Formula: C33H58B2Cl2F14LiMgN6O17S3Si
Source: the Open Molecules 2025 dataset
Level of theory: ωB97M-V/def2-TZVPD

Results
Gap between HOMO and LUMO in hartree: 0.0140
E_LUMO in eV: -6.816

Structure (ORCA input):
```
! wB97M-V def2-TZVPD RIJCOSX def2/J DEFGRID3
* xyz 1 1
F 7.7043 -4.1910 -4.2225
F 3.7764 -2.6374 0.4417
C 2.3723 -0.2416 4.8486
N 0.9759 -0.9972 1.3738
H -3.7073 -0.1123 2.8318
H -2.1301 1.6063 0.1806
H -4.0462 6.5131 2.9962
H 1.8550 1.6654 8.4274
B -2.1036 -0.9542 0.0868
H -8.8711 0.9150 0.5088
H -0.9657 5.6960 2.7511
O 8.8877 -5.6495 -8.6741
C -1.4214 6.1501 1.8560
O 4.3729 -5.1711 -3.5531
H -1.1303 -1.7251 -2.0817
H 0.4955 -2.0670 4.6895
H 2.7345 1.0205 7.1573
H 5.0391 -4.8936 -1.1388
C 0.2790 -1.5520 0.2608
C 1.8994 0.7024 -1.3143
F 1.2382 5.0917 -0.9143
F 6.9760 -6.1617 -3.6991
C -8.1576 -1.0368 -0.1362
H 9.3464 -8.3968 -8.2945
F 3.8345 -0.9121 2.2018
N -2.4062 -1.2139 1.4998
H -4.5478 -0.9107 1.4950
H -0.6327 6.1014 1.1010
O 5.6090 -3.4903 -2.5758
C -7.3233 -0.8320 1.9443
H -0.8986 -2.5857 3.8117
C -3.6347 -0.3902 1.7759
N 3.9425 0.0215 -2.4501
S -9.5873 5.0207 2.4575
C 6.6259 -5.0177 -4.3057
H 7.9644 -4.0050 -1.5014
Cl 6.1956 1.0902 -1.9668
C 2.2147 0.4328 3.8665
H -2.1962 6.1109 -0.9028
H -1.5397 0.0075 -2.3584
O 1.4377 3.6474 1.3288
O -8.6094 -0.4586 2.0288
H -3.6446 0.5477 1.2074
S 1.8737 2.8516 0.1898
H 7.3860 -4.8425 -0.0420
H -3.8904 6.6288 -0.5674
H -1.7627 7.2201 2.1037
H 3.1662 -1.4257 -0.9526
F 6.4827 -5.2990 -5.6158
Cl -1.3595 8.8901 1.3133
H 3.9624 1.8444 -1.7443
C 3.3225 -0.3270 1.0553
C 5.8022 -4.1337 -1.3273
C -2.8534 -2.6229 1.6897
H -8.5238 -2.0676 -0.1538
H 0.9301 -3.7830 2.7034
F 2.3507 3.8570 -2.2368
C -0.8511 -0.4733 4.1838
H -0.8029 3.7658 0.2664
H 0.0902 -0.5997 -2.5825
B 0.8067 -1.8983 2.5628
O 1.5496 -3.0630 2.5200
C -9.0455 -0.1458 0.6883
O -2.6508 3.5129 1.1096
C -7.9094 -0.5494 -1.5429
C -1.2725 3.1432 1.0320
C 1.9477 1.0334 2.5491
H -4.5223 4.8227 3.1536
H -0.7655 -0.3110 5.2681
H 2.5905 -0.7302 5.7717
H -3.6871 -2.6772 2.3923
H -3.1655 -3.1017 0.7496
O -8.6424 2.9845 0.0337
Li 6.5440 -0.8052 -1.8155
C -0.1357 -1.7949 3.8354
H 1.3080 1.2164 -2.0929
C 7.2067 -4.6860 -1.1091
O 10.0451 -5.4871 -10.5967
H -0.4515 0.4343 3.7223
H -5.2514 5.8597 1.8572
O -6.5937 -0.9798 2.8789
H -0.3536 -2.3454 0.6917
H -1.3832 1.1450 1.7568
C 9.3732 -6.1146 -9.8522
H -7.7541 0.5306 -1.5633
H -0.8714 3.3501 2.0275
C 1.3976 3.8372 -1.3254
S -8.1671 4.2931 0.3553
C -0.7993 -0.6921 -1.9589
N -0.1945 0.9462 -0.0756
C 3.7169 -1.3825 -0.0225
O 8.9885 -7.4103 -10.0627
H -0.3462 1.3987 -0.9851
H 3.2734 -0.7579 -2.5829
H 2.7557 1.7638 2.4401
H 7.3388 -5.6478 -1.5954
H -1.9260 -0.4763 3.9964
Mg -3.5014 8.2656 2.2365
N -8.1502 4.6875 1.8826
H 5.1591 -3.5462 -4.5248
F 7.5288 -8.7924 -9.0381
C -1.2080 1.6100 0.7872
C 1.3194 1.0954 0.1253
C 8.0174 -6.6535 -8.1412
C -3.1799 5.7939 -0.5347
H -7.0120 -1.0119 -1.9563
O -8.4661 5.3331 -0.5709
C -4.3367 5.5908 2.3983
F 5.0008 -1.0257 -0.3796
H -10.1035 -0.3622 0.5634
O 3.2969 3.0163 0.3148
C 8.5269 -7.9003 -8.8176
C 1.8623 0.1208 1.2720
F 0.9906 -2.3400 -0.6495
C 3.3621 0.9334 -1.7767
O -10.5799 4.0117 2.3070
F -6.5798 4.1362 0.1669
H -2.0608 -3.2619 2.1010
H 2.8598 0.3574 8.6907
F 4.1715 0.7208 0.9355
F 0.2398 3.4483 -1.9130
Si -2.8889 5.1779 1.2257
H 1.7385 -0.3519 -1.5327
O -3.1776 -1.0341 -0.7867
H 3.5137 1.8623 8.3774
H 0.9792 1.5408 2.6149
O -9.5138 5.6865 3.7153
H -8.7562 -0.7862 -2.1859
C -0.5921 -0.4821 -0.4330
F -10.0942 6.1794 1.4934
N 2.7405 1.2265 8.1641
H -3.1752 -1.8423 -1.3130
C 5.3371 -4.3350 -3.7550
O -6.9475 -1.0205 0.6513
H 8.0899 -6.7010 -7.0583
H 6.9869 -6.4246 -8.4155
H -3.5433 4.9978 -1.1905
H 5.6469 -3.3561 -0.5833
*
```

Mulliken population analysis, charges in e, atoms 1 to 6:
1. F -0.31
2. F -0.30
3. C -1.06
4. N 0.90
5. H 0.44
6. H 0.92

***

[6]
Formula: C40H87AlBN2O13
Source: the Open Molecules 2025 dataset
Level of theory: ωB97M-V/def2-TZVPD

Results
Gap between HOMO and LUMO in hartree: 0.1908
E_LUMO in eV: 1.712

Structure (ORCA input):
```
! wB97M-V def2-TZVPD RIJCOSX def2/J DEFGRID3
* xyz -1 1
H 1.8948 1.7227 0.0642
O -0.4630 -3.9221 -0.9486
C 1.2489 5.1516 -0.9208
C -0.8276 -1.3707 0.4188
C -5.5246 3.6969 0.9549
H 2.4947 -6.8960 1.1479
H 9.8958 -1.6044 3.4274
H 2.4173 -1.1958 -2.4338
C -8.9862 1.2641 4.1885
H -3.8203 0.9558 -3.2104
H 2.0517 5.1675 -0.1831
H -7.6718 2.3643 -0.3420
H 0.8068 -3.4981 -3.0526
H -2.8589 0.2857 -4.5455
H -2.3593 -5.5419 -1.0701
C -1.6437 2.2575 -1.9461
N 3.1246 -0.1236 -0.7160
H -0.9187 -0.5060 3.1318
H -0.9786 7.3428 -4.1717
H -7.9069 3.4620 5.6358
O 2.7418 2.1784 0.0034
C 2.2549 -0.2583 -1.8942
H 2.7359 5.6843 -3.2708
H -2.6012 -10.4090 2.2034
H -2.1203 6.6469 -3.0136
H -10.5283 1.3193 -5.3432
H 10.9565 -2.8835 4.0461
H 11.4337 -1.0491 7.3594
C 1.8672 -6.6396 0.2927
H 1.3513 -5.6959 0.4803
H 5.6250 2.0098 -2.8048
H -2.1357 8.3918 -3.3142
O 0.8295 -8.3361 -1.0049
C -0.7545 -0.0110 1.0556
H 1.3303 4.2460 -1.5230
H -0.3287 -1.3411 -0.5459
H -8.5233 2.5729 -6.6131
H -3.0524 2.0440 -4.3985
C -9.7833 0.9737 -4.6248
H -0.7085 -7.1500 1.3813
O -8.3394 2.5147 -3.5460
H -4.7130 -9.1532 5.1251
H 10.2595 -2.3615 7.1509
H -2.6467 -5.1011 -2.7638
H 4.4520 -1.2649 0.4057
H -1.2615 1.1907 2.7434
H 2.5346 7.4467 -3.1946
O -0.8034 0.3727 -3.1326
H -1.7092 3.2345 -2.4318
C 10.6695 -1.2348 5.3768
O -0.2045 0.9084 0.4980
H -6.6792 1.7104 -1.6577
Al 5.5220 2.0082 -1.1912
C -3.0123 -9.0890 3.8264
H 8.2213 1.4847 -2.1072
H -9.4234 -0.0144 -4.9159
H 9.9201 -0.0444 -1.7588
H -5.5854 4.6747 0.4738
C -3.6450 -8.9378 5.1853
O 10.7249 -0.0408 5.1889
H -0.7791 -8.8347 0.8403
H -0.6490 -3.8112 -4.0133
O -4.6464 1.8283 -0.2129
N 7.0505 1.0770 -0.4535
C 4.1501 -1.1648 -0.6427
O 7.0565 -0.7113 3.3389
C 2.6008 6.5350 -2.6016
H 7.1951 0.0132 -2.2672
H -1.9971 8.1417 -6.5203
H -2.5995 -11.1896 3.7955
H 11.9224 -2.5365 6.5268
C -8.6324 1.9448 -4.5698
H 0.4281 -8.3517 2.0454
C -5.5636 2.6101 -0.0841
C -7.8606 2.1757 -5.8423
H -4.5882 3.6346 1.5080
H -6.9014 3.4598 -1.5200
H -3.1544 9.1914 -5.6604
C 7.3081 0.3669 3.8330
O -3.7966 6.2981 -4.8431
B 3.6641 1.2578 -0.5777
C -2.9963 7.2059 -4.8736
C -8.5966 3.7243 4.8321
H 6.5254 1.3224 5.5848
H 6.9920 -0.3730 5.8092
H 0.4642 -5.1480 -3.6085
H 8.6741 1.9005 3.2491
C -2.9424 1.1123 -3.8406
H -7.0644 2.8939 -5.6573
C -8.5821 2.6539 3.7729
H -10.2459 0.9050 -3.6421
C 7.2681 0.5654 5.3276
H -2.4594 -0.0570 2.3487
H 1.2191 -0.2377 -1.5471
H 2.5004 -6.5248 -0.5849
C 9.0452 -0.2828 -1.1391
C -0.7532 -4.4773 -1.9830
C -1.8981 -5.4545 -2.0526
C -0.1126 -8.0336 1.1528
H 5.6744 3.5605 -0.7244
H -7.4187 1.2387 -6.1853
H 6.7149 0.3006 0.1075
H 9.3120 -0.1043 -0.0958
H -3.1725 -9.6194 5.8944
H -0.7057 2.1964 -1.4008
H -0.3286 -2.1073 1.0485
H -4.1400 -10.7235 3.0261
H 5.0426 -0.9708 -1.2539
H 0.2913 5.1462 -0.4021
H -3.7421 7.9151 -6.7431
H -8.2845 4.6705 4.3948
H -2.4682 2.1395 -1.2406
H -8.3131 0.8972 4.9648
H -1.8698 -1.6584 0.2687
H -8.9293 0.5987 3.3294
C 0.0160 -4.2192 -3.2504
H 6.9462 2.3558 3.1393
C 7.8476 0.5956 -1.5963
C -1.9908 7.4130 -3.7735
H 2.3579 0.5581 -2.6231
C 7.6718 1.5545 2.9864
H 8.2519 0.8704 5.6878
H -1.5311 -6.4358 -2.3591
H -9.6045 3.8360 5.2349
C 10.1703 -2.1742 4.3125
H -3.5104 -7.9163 5.5350
C 0.8598 -7.7296 0.0443
C -3.0955 -10.4437 3.1722
H -6.3551 3.5712 1.6503
H 3.6831 -2.1221 -0.9041
C 11.0990 -1.8391 6.6894
H 3.4576 6.6082 -1.9309
H 8.8337 -1.3506 -1.2607
O -8.2585 2.9003 2.6348
H -10.0108 1.2706 4.5639
C -6.7861 2.5341 -0.9567
C 1.3363 6.3637 -1.8026
C -2.9682 8.1799 -6.0245
O 0.4303 7.1705 -1.8724
H 7.6610 1.2695 1.9328
O -2.4606 -8.1621 3.2834
H 9.2893 -2.7089 4.6709
C -1.3919 0.1623 2.4104
C -1.7024 1.1692 -2.9842
*
```

Mulliken population analysis, charges in e, atoms 1 to 6:
1. H 0.25
2. O -0.51
3. C -0.86
4. C -0.73
5. C -0.81
6. H 0.40

***

[7]
Formula: C4H8O2
Source: the Open Molecules 2025 dataset
Level of theory: ωB97M-V/def2-TZVPD

Results
Gap between HOMO and LUMO in hartree: 0.3939
E_LUMO in eV: 0.841
SMILES: C=CC.O=CO

Structure (ORCA input):
```
! wB97M-V def2-TZVPD RIJCOSX def2/J DEFGRID3
* xyz 0 1
H 1.8658 -1.3501 1.1506
H -0.5462 -2.5133 3.4499
H -1.1886 -1.4580 1.1327
C 0.8322 -1.1163 0.9328
H -0.2371 2.6448 -0.3248
H -0.5921 -3.6772 2.0774
C -0.0845 -2.8267 2.5205
O 0.5409 2.7121 -2.2137
C -0.1458 2.2717 -1.3488
H 0.9737 -3.0239 2.6743
O -0.8790 1.1123 -1.4938
H 0.7263 -0.4398 0.0958
H -0.2233 0.5616 -1.9502
C -0.1983 -1.7347 1.4766
*
```

Mulliken population analysis, charges in e, atoms 1 to 6:
1. H 0.23
2. H 0.27
3. H 0.32
4. C -0.64
5. H 0.33
6. H 0.26

***

[8]
Formula: ClH36NaO18
Source: the Open Molecules 2025 dataset
Level of theory: ωB97M-V/def2-TZVPD

Results
Gap between HOMO and LUMO in hartree: 0.2444
E_LUMO in eV: -1.161

Structure (ORCA input):
```
! wB97M-V def2-TZVPD RIJCOSX def2/J DEFGRID3
* xyz 0 1
H -1.2786 -2.5192 0.3118
O -2.7549 -2.1597 -3.2171
H -4.0322 1.0448 -2.2834
H 3.4073 4.2187 2.8137
H 2.9856 3.6441 1.4781
H 0.6862 3.4255 -2.9976
H -0.6549 0.3360 2.3435
H 4.6233 -0.8029 1.8921
Na 0.2455 0.1220 -0.6561
O -0.2234 -0.7372 4.4109
H -2.1142 -0.0264 2.5192
H 1.6000 -2.7088 -3.0342
O 4.4527 -0.1271 1.2360
O -0.3128 3.4938 2.5818
H -2.5180 2.0072 2.1828
O -1.2842 0.3408 -2.6519
O 1.4319 0.7906 1.8284
H 1.7190 -1.2070 -3.1845
O 0.6572 2.5437 -3.3688
H -0.6133 -3.9218 1.9801
H 2.0164 0.8335 -2.9047
O 1.5701 -1.9487 0.4240
Cl 1.8680 -4.4732 -1.3425
H -2.3453 -1.3600 -2.8871
H -0.2293 2.7269 0.8550
H 1.5956 -0.1095 1.5470
H -4.1714 2.4023 -2.9389
H 2.9676 0.1793 -1.9254
H 1.7739 0.8288 2.7216
O 2.0865 0.1019 -2.2913
H -0.4184 -4.2989 -1.8072
O 2.7361 3.6747 2.4017
H 0.6147 3.2587 2.6087
O -1.1577 -4.1486 1.2261
H -2.1022 0.8379 -2.6414
H 1.4189 -2.7258 -0.1141
H 0.6694 -0.4325 4.2489
O -1.3122 -4.4486 -2.1153
H -0.6845 0.8764 -3.1710
O -3.2850 2.5782 2.2257
H -1.2960 3.1267 -0.1421
H 1.2698 2.5724 -4.1037
O -3.5254 1.7322 -2.7158
H 4.3693 0.6819 1.7408
H -2.1565 -2.8604 -2.9579
O -1.5232 0.4902 1.9714
H -0.6166 3.3755 3.4817
O -1.3770 -1.5890 0.1084
H -0.7994 -4.9789 0.9125
H -0.5982 -0.0810 4.9984
O 1.6249 -2.0134 -3.6916
H -1.7272 -4.9496 -1.4132
H -3.1618 3.1999 1.5085
H -1.7424 -1.2063 0.9060
O -0.4663 2.6550 -0.0696
H 2.0926 -2.2651 1.1610
*
```

Mulliken population analysis, charges in e, atoms 1 to 6:
1. H 0.27
2. O -0.66
3. H 0.30
4. H 0.28
5. H 0.30
6. H 0.25

***

Values of electronic energy, in order: -20110.97808, -33770.73304, -16076.79817, -15497.35001, -189369.84976, -79763.67726, -8371.59324, -54381.71563, all in eV.